No. 1
Molecular formula: C40H56BrN6OSTi
Method: DFT, wB97M-V/def2-TZVPD

```
106
Properties=species:S:1:pos:R:3:mulliken_charge:R:1
Ti 0.12140 -0.82010 -0.12255 -1.524
C 0.59389 -3.08216 -0.33955 -0.453
C 0.13620 -2.76159 -1.63194 0.747
C -1.24120 -2.30187 -1.46144 0.619
C -1.56247 -2.40591 -0.08625 -0.695
C -0.41153 -2.77319 0.65292 0.240
C -0.39525 -3.32590 2.04446 1.662
C 1.04204 -3.61183 2.57280 -1.372
C -1.05560 -2.41097 3.17397 -1.345
C -1.22849 -4.62835 2.04787 -1.661
C -2.31896 -1.85903 -2.54103 1.780
C -1.91718 -0.54951 -3.28676 -1.937
C -3.61994 -1.52370 -1.83815 -1.750
C -2.59349 -3.04084 -3.52185 -1.996
C 0.86213 -3.18389 -2.91534 2.376
C 0.28623 -4.59116 -3.23044 -1.683
C 0.69969 -2.20870 -4.05027 -1.669
C 2.37984 -3.40264 -2.71374 -1.484
H 1.59110 -3.51816 -0.15449 -0.134
H -2.52208 -2.19745 0.38450 0.722
H 1.54889 -2.65614 2.77932 0.108
H 1.57829 -4.13378 1.79850 0.426
H 1.02642 -4.21911 3.46228 0.431
H -0.26850 -1.82427 3.59450 0.177
H -1.53366 -3.05497 3.94237 0.431
H -1.83471 -1.75263 2.79159 0.323
H -0.87313 -5.32600 1.25822 0.289
H -2.26781 -4.34221 2.00153 0.458
H -1.12894 -5.09929 3.03266 0.488
H -2.45569 -0.62693 -4.22997 0.573
H -0.84655 -0.37792 -3.31228 -0.011
H -2.40116 0.27441 -2.83943 0.603
H -3.47456 -0.71974 -1.06299 0.220
H -4.08058 -2.39828 -1.30814 0.326
H -4.31803 -1.14301 -2.55780 0.468
H -1.73243 -3.24319 -4.16137 0.418
H -3.37293 -2.81695 -4.20845 0.595
H -2.78906 -3.96801 -2.97063 0.355
H -0.77588 -4.71824 -3.17728 0.312
H 0.57196 -5.38090 -2.49347 0.298
H 0.65050 -4.99675 -4.14501 0.494
H -0.38585 -2.08052 -4.21210 0.237
H 1.09083 -2.67521 -4.94434 0.596
H 1.17890 -1.23211 -3.90067 -0.077
H 2.61427 -3.88559 -1.74634 0.297
H 2.95787 -2.45637 -2.80266 0.162
H 2.71484 -4.11167 -3.44414 0.485
O -6.18602 6.19735 3.76386 -0.480
C -5.14838 5.49222 3.34963 0.812
C -3.87048 6.01482 2.98562 -0.635
C -2.87135 5.16406 2.58354 -0.506
N -2.99421 3.80197 2.65552 -0.219
C -4.16079 3.39218 3.08737 0.216
Br -4.35240 1.45059 3.13654 -0.177
C -5.27787 4.10362 3.34600 -0.577
H -5.97446 7.14404 3.71799 0.320
H -3.68982 7.08041 2.80807 0.296
H -1.92161 5.47657 2.20628 0.492
H -6.20186 3.64502 3.59776 0.486
N 2.20816 2.42109 -1.93705 -0.150
C 3.26760 2.01904 -2.84975 0.354
C 3.59603 2.77122 -3.95538 -0.780
C 4.55237 2.30104 -4.85156 -0.627
C 5.10454 1.02026 -4.65701 -0.722
C 4.61542 0.22115 -3.63859 -0.847
C 3.76640 0.76378 -2.68552 0.826
S 3.10176 -0.14288 -1.33822 -0.352
N 1.46987 0.30461 -1.41254 0.525
C 1.23335 1.58695 -1.51683 0.730
C -0.14205 2.01101 -1.28171 -0.041
C -0.68494 3.22314 -1.70378 -1.206
C -1.95653 3.55474 -1.31083 -1.010
C -2.71300 2.67503 -0.57781 -1.571
C -2.18791 1.44916 -0.27074 -0.629
N -0.88127 1.13705 -0.62041 1.919
H 2.04181 3.39669 -1.92403 0.368
H 3.07973 3.73055 -4.11355 0.349
H 4.99122 2.92934 -5.65173 0.367
H 5.89532 0.74634 -5.36137 0.408
H 4.93657 -0.76279 -3.50882 0.558
H -0.09350 3.85192 -2.37240 0.638
H -2.39184 4.53723 -1.57534 0.469
H -3.71354 2.87980 -0.22483 0.643
H -2.81200 0.69901 0.15574 0.769
C 4.25575 0.60391 2.43457 -0.348
C 3.17055 0.06189 3.39994 -0.804
N 1.89333 0.84988 3.42911 0.511
C 1.63132 1.75168 4.51178 -0.714
C 2.67333 2.84871 4.53261 -1.313
C 0.97024 0.55948 2.54422 0.728
C -0.44890 1.20166 2.59056 -1.132
N 1.23355 -0.28703 1.53647 1.084
H 5.14379 -0.00417 2.54676 0.434
H 4.61939 1.64227 2.68007 0.310
H 3.92305 0.45858 1.42566 -0.220
H 3.49479 0.06080 4.43756 0.488
H 2.90931 -0.92080 3.09798 0.029
H 1.57478 1.15413 5.41629 0.404
H 0.66345 2.15889 4.38708 0.418
H 3.67055 2.49929 4.64362 0.343
H 2.45122 3.48808 5.39733 0.433
H 2.58493 3.44250 3.66842 0.358
H -0.39937 2.30327 2.55885 0.693
H -1.06066 0.82525 3.40739 0.607
H -1.00396 0.82456 1.69684 -1.066
H 2.17561 -0.64780 1.47616 -0.188
```

As for the expectation value of S²: 0.7542. The value obtained for the HOMO-LUMO gap (alpha / beta) is 0.26116 / 0.26590 Eh. Its HOMO energy (alpha / beta) is -13.3202 / -13.4247 eV. The calculation puts the energy relative to the best compared isomer or geometry (same formula, charge and spin) at 0.0 kcal/mol. The value obtained for the LUMO energy (alpha / beta) is -6.21 / -6.19 eV. As for the net charge: +2. Its multiplicity is 2.


No. 2
Molecular formula: C5H15N3
Method: DFT, wB97M-V/def2-TZVPD

```
23
Properties=species:S:1:pos:R:3:mulliken_charge:R:1
C 0.07811 -1.83012 -0.31600 -1.340
C 0.76434 -0.31244 -0.54463 0.126
N 2.18243 -0.40787 -0.67753 -0.672
C 0.37013 0.62375 0.59520 0.615
C 0.61798 2.08591 0.20908 -1.725
N 1.04448 0.21965 1.82689 -0.690
H -0.98031 -2.02369 -0.17272 0.367
H 0.44190 -2.44542 -1.13892 0.329
H 0.51694 -2.15339 0.62571 0.302
H 0.35808 0.05222 -1.49172 0.359
H 2.59009 -0.78646 0.17226 0.247
H 2.45300 -0.99175 -1.45986 0.247
H -0.71557 0.50156 0.75660 0.230
H 0.01282 2.35874 -0.65184 0.351
H 0.34094 2.74142 1.03301 0.424
H 1.66633 2.22854 -0.04634 0.367
H 1.99391 0.57955 1.83148 0.236
H 0.57239 0.63162 2.62419 0.274
C -2.70452 -0.21463 -1.00346 -0.402
N -2.83877 0.21228 0.17847 -0.458
H -3.18174 -1.10656 -1.42081 0.325
H -2.14609 0.40050 -1.69997 0.296
H -3.43690 -0.36344 0.77092 0.194
```

The value obtained for the HOMO-LUMO gap is 0.36066 Eh. Its HOMO energy is -8.7477 eV. The calculation puts the energy relative to the best compared isomer or geometry (same formula, charge and spin) at 39.0 kcal/mol. The SMILES is C[C@H](N)[C@H](C)N.C=N. The value obtained for the LUMO energy is 1.07 eV. As for the net charge: 0.


No. 3
Molecular formula: C6H5BrF4O2
Method: DFT, wB97M-V/def2-TZVPD

```
18
Properties=species:S:1:pos:R:3:mulliken_charge:R:1
C 0.04567 -1.16102 1.94858 -0.417
C -0.99953 -0.08249 0.45557 0.367
C 1.25335 0.73360 -2.26108 -0.297
C 0.89979 1.51641 -1.05671 0.064
C -0.57223 1.96354 -0.69416 -0.672
C -0.46137 -2.59462 1.89157 0.938
O 1.26209 2.15958 -2.29798 -0.427
O -0.84293 1.11283 0.48049 -0.160
F -1.05469 -0.64242 -0.77572 -0.224
F 0.38823 -3.44135 2.50237 -0.238
F -0.40738 -2.95860 0.60254 -0.242
F -1.69218 -2.87671 2.45222 -0.251
Br -0.21948 -0.44522 3.60062 -0.049
H 2.24152 0.20459 -2.15200 0.258
H 0.39293 0.13318 -2.57951 0.236
H 1.57447 1.64622 -0.16790 0.358
H -1.21442 1.75743 -1.44886 0.387
H -0.59384 2.97504 -0.50006 0.369
```

The value obtained for the HOMO-LUMO gap (alpha / beta) is 0.28202 / 0.28198 Eh. Its HOMO energy (alpha / beta) is -8.3785 / -8.3778 eV. The calculation puts the energy relative to the best compared isomer or geometry (same formula, charge and spin) at 75.3 kcal/mol. The value obtained for the LUMO energy (alpha / beta) is -0.70 / -0.70 eV. As for the net charge: 0.


Number 1: largest force on an atom 2.68 eV/A, calculated total energy -157358.5510 eV. Number 2: largest force on an atom 3.15 eV/A, calculated total energy -9897.4618 eV. Number 3: largest force on an atom 5.94 eV/A, calculated total energy -91303.5033 eV.